No. 1
This record from the Open Molecules 2025 dataset describes a structure of composition C23H39N7O8PPdSSi. The level of theory is ωB97M-V with the def2-TZVPD basis set.

## Properties
Charge: -1
E_HOMO (hartree): -0.1400
ΔE to the lowest compared entry with this formula, charge and spin (eV): 2.168
LUMO level (eV): 1.12
Molecular weight (u): 739.15
Gap between HOMO and LUMO (eV): 4.9

CARTESIAN COORDINATES (ANGSTROEM)
C1 1.14323 -4.27796 -0.42729
O1 -3.63471 -2.74723 -3.74480
O2 7.93752 2.35846 -0.93434
C2 -0.18806 -5.01260 -0.54762
H1 -3.85327 0.27462 -2.64787
C3 4.13938 3.79471 -1.22921
N1 -1.84714 1.16189 1.22404
H2 1.29611 4.07849 2.22424
C4 5.45009 3.37487 -1.11396
H3 -1.60585 -1.49564 1.77690
H4 -0.03789 -1.18915 -0.08230
O3 2.72147 5.60754 -1.32899
H5 3.03264 -4.51957 0.61740
H6 2.03116 -5.10424 -2.21473
C5 2.19082 0.56867 -1.59705
H7 1.62095 -5.12188 1.50656
H8 4.84240 0.03354 -1.36541
H9 -0.01703 -6.01657 -0.94023
H10 1.81914 -2.56210 0.44161
C6 5.66985 2.01274 -1.17220
H11 -0.99265 1.28955 4.14687
C7 3.08389 2.91746 -1.39819
C8 3.34360 1.55461 -1.44968
C9 -4.80531 0.22986 3.13648
H12 1.25528 2.33337 2.52714
H13 -2.65463 0.02554 -0.49622
H14 -5.34133 -1.71593 3.89702
H15 -1.31438 5.69728 2.09096
P1 -2.85662 -2.00060 -2.71978
H16 -0.83285 5.54543 3.78155
H17 -1.08050 -0.36408 -2.82531
C10 2.07260 -5.03285 0.51767
N2 0.28107 -2.02658 -0.63696
H18 -1.91908 -0.53143 -4.37713
C11 -2.49319 -1.01061 2.16794
O4 7.24832 0.33320 -1.15274
C12 -2.67055 0.36577 1.94349
C13 1.79991 -4.12062 -1.80080
H19 -5.70761 0.71388 3.49238
Pd1 -0.70912 0.72479 -0.45064
O5 2.48601 -0.64187 -1.52514
H20 2.72669 -3.54690 -1.72717
H21 -0.55886 2.73116 5.08039
H22 -4.97973 -1.00837 -2.16106
H23 -3.74093 -1.17154 -0.06927
H24 0.70097 2.95553 0.98307
H25 -0.62476 -2.38387 -1.04450
Si1 -1.03319 3.30411 2.71605
C14 -3.95595 -0.64704 -2.07497
C15 -1.46324 5.11138 3.00151
H26 2.26579 -6.03334 0.12964
H27 -2.50585 5.21938 3.30844
C16 -4.60584 -1.13736 3.35412
H28 -2.10388 3.11977 0.46953
H29 2.06595 3.26857 -1.48298
C17 -3.86061 0.95535 2.44642
H30 -0.66199 -5.09240 0.43217
H31 1.13800 -3.61048 -2.50214
C18 -1.49855 -1.09020 -3.53000
H32 -2.25387 2.40426 4.68371
C19 -1.22985 2.34276 4.30962
N3 0.91169 -2.97409 0.23672
N4 3.86607 5.24435 -1.16463
C20 -2.18926 2.56967 1.40937
H33 6.25908 4.07459 -0.98201
H34 0.31884 -1.56267 -4.35647
H35 -0.82534 -2.71963 -4.55965
H36 -0.88486 -4.50127 -1.21428
C21 4.64693 1.09498 -1.33335
N5 7.05821 1.52729 -1.05167
N6 -3.66473 -0.33629 -0.65088
N7 -0.45003 -2.04243 -3.90482
O6 4.82124 5.99126 -1.06913
O7 -2.34234 -2.66973 -1.46295
O8 1.06616 1.09610 -1.76938
C22 -3.45324 -1.73721 2.86250
H37 -3.29129 -2.79691 3.02255
C23 0.72385 3.16275 2.05655
S1 -3.98141 2.63303 1.90175
H38 -4.25629 0.39932 -0.26172
H39 0.94271 -1.64865 -1.34471

Forces on the atoms, in the same order (eV/Å):
0.0290 -0.0717 -0.0289
0.0564 0.0082 -0.0366
-0.0092 -0.0053 0.2091
-0.0375 0.0283 -0.0115
-0.0019 -0.0129 -0.0282
-0.0174 -0.0354 0.2270
-0.1867 -0.2141 -0.3140
0.0025 -0.0037 0.0096
-0.0056 -0.0051 0.0434
0.0012 -0.0074 0.0247
0.0544 0.0651 -0.0513
-0.0696 -0.0062 0.3187
0.0082 0.0011 -0.0003
0.0017 0.0075 0.0083
0.0407 -0.0211 0.0279
0.0007 -0.0019 0.0019
0.0022 0.0009 0.0004
0.0019 -0.0104 -0.0073
-0.0172 0.0498 0.0072
-0.0257 -0.0045 0.1372
-0.0010 -0.0002 0.0027
-0.0019 0.0057 0.0327
0.0009 0.0277 -0.0340
-0.0043 -0.0060 0.0023
-0.0080 -0.0092 -0.0091
-0.2050 -0.1517 -0.3032
-0.0008 -0.0001 -0.0039
-0.0019 0.0012 0.0003
-0.1660 -0.0867 0.1373
0.0022 -0.0008 0.0005
0.0023 0.0488 0.0544
-0.0048 0.0142 0.0135
-0.3970 -0.0811 -0.0878
-0.0212 -0.0058 0.0264
0.0036 0.0299 0.0023
-0.0222 -0.0296 0.2107
0.0653 -0.0398 0.1351
0.0076 -0.0093 0.0074
0.0005 -0.0002 0.0002
0.5725 0.7533 0.3324
-0.1312 -0.0294 -0.0178
0.0207 0.0046 0.0079
0.0030 -0.0020 0.0003
-0.0174 0.0366 0.0199
0.0642 -0.0767 -0.0115
0.0084 0.0193 -0.0013
0.1667 -0.1239 0.0209
0.0010 -0.0035 0.0086
0.0576 0.0988 0.0061
-0.0124 0.0007 -0.0134
-0.0047 0.0037 -0.0004
0.0021 -0.0002 0.0018
0.0057 0.0087 -0.0024
-0.0106 -0.0056 -0.0044
0.0019 -0.0001 0.0028
0.0294 0.0013 0.0086
0.0163 -0.0190 -0.0016
-0.0313 -0.0048 -0.0250
0.0599 0.0147 0.0200
0.0025 0.0020 0.0019
-0.0008 0.0082 -0.0021
-0.0083 -0.0140 -0.0342
0.1069 0.0384 -0.9135
0.0045 -0.0135 -0.0033
-0.0009 -0.0010 0.0046
-0.0015 -0.0018 -0.0079
0.0208 -0.0050 0.0095
0.0179 -0.0011 0.0220
-0.0017 -0.0009 0.0114
0.0594 0.0440 -0.5911
0.1378 0.0869 -0.0195
0.0260 -0.0103 0.0012
-0.0098 0.0026 0.3285
0.2787 0.1464 0.0333
-0.3306 -0.3298 0.0238
0.0069 -0.0102 0.0044
-0.0019 0.0028 -0.0096
-0.0027 -0.0011 0.0072
-0.0028 0.0073 0.0040
-0.0696 -0.0649 0.0435
-0.1095 -0.0300 0.0092

=====

No. 2
This record from the Open Molecules 2025 dataset describes a structure of composition C23H40AlN5OP. The level of theory is ωB97M-V with the def2-TZVPD basis set.

## Properties
2S+1: 2
Charge: +2
E_HOMO (spin up / spin down) (hartree): -0.5179 / -0.5179
⟨S²⟩: 0.7570
ΔE to the lowest compared entry with this formula, charge and spin (eV): 0.396
LUMO level (spin up / spin down) (eV): -4.56 / -5.86
Molecular weight (u): 460.56
Gap between HOMO and LUMO (spin up / spin down) (eV): 9.5 / 8.2

CARTESIAN COORDINATES (ANGSTROEM)
C1 1.61700 -3.69136 -0.91061
H1 1.93458 2.40681 -1.00816
H2 -0.70153 -3.27698 0.60326
H3 -0.94105 0.26471 4.15068
H4 0.26677 0.55359 -3.42581
C2 2.00060 -2.44152 -1.39127
C3 4.41172 -0.93596 -1.38383
H5 0.79822 1.65110 3.24830
C4 -0.23300 -1.02883 2.58870
H6 4.18234 -2.95470 0.69299
N1 -1.34300 -1.08335 -1.32116
C5 -0.32354 1.22868 -2.80417
H7 -5.41647 4.75488 1.78635
C6 -2.12074 -2.05260 -0.51038
C7 -1.31322 -2.38775 0.74952
H8 -3.05179 -1.55238 -0.24411
H9 -3.19466 3.70088 1.29882
H10 0.62899 -2.66065 -4.50141
H11 0.52243 3.29640 -1.56004
C8 0.84945 2.47559 -0.92659
Al1 -0.99942 0.41266 0.02863
H12 -3.13273 -0.77527 -2.39313
H13 -2.35735 -2.95492 -1.07461
H14 4.11943 -1.46449 1.65113
H15 0.48972 -1.42204 0.72347
C9 -6.39773 2.84236 1.98541
H16 1.26321 0.99431 1.16516
H17 -7.37596 3.25950 2.18345
H18 -4.74806 -0.09203 1.61302
C10 -6.22121 1.46698 1.94244
C11 -4.07942 3.11125 1.49670
H19 1.94981 -1.12988 -3.10409
H20 4.91416 -1.88890 -1.55009
N2 0.23961 1.19626 -1.40678
N3 0.33760 1.42358 1.19959
H21 2.73386 -2.55082 1.63753
H22 -2.20378 1.09291 -3.82064
H23 -0.71159 2.39775 2.74080
N4 -3.94522 1.79570 1.48284
C12 0.48262 -4.17751 -2.98427
C13 0.88080 -2.94152 -3.48601
H24 4.17500 -0.48455 -2.34622
C14 -0.86876 0.27055 3.06320
H25 -0.08967 -4.85631 -3.60307
H26 -2.33905 1.46564 -2.10918
O1 -2.49058 1.10958 0.28733
C15 -2.06659 -0.61899 -2.54671
H27 0.57731 -5.52356 -1.31864
H28 -0.65080 -1.88094 3.12132
C16 1.62332 -2.08056 -2.69073
H29 0.99600 0.50754 -1.39293
H30 -1.75632 -1.25078 -3.38151
H31 -1.88886 0.32945 2.67234
N5 -0.43269 -1.23480 1.11103
H32 1.91806 -4.01865 0.07779
C17 -1.79814 0.85254 -2.83750
C18 3.53719 -2.13957 1.02392
C19 0.85625 -4.55011 -1.70166
C20 -5.31401 3.67910 1.76255
C21 -4.95863 0.96739 1.67162
C22 -0.09048 1.51067 2.63013
H33 -0.57746 3.16786 0.54634
H34 1.11318 3.41657 1.01559
H35 -7.04398 0.78625 2.11026
H36 5.08082 -0.26147 -0.84970
P1 2.89149 -1.19222 -0.39967
H37 -1.99390 -2.58105 1.57551
C23 0.42325 2.73548 0.51682
H38 0.84184 -1.03088 2.78629
H39 -0.49121 -1.55324 -1.63635
H40 -0.18481 2.22962 -3.20705

Forces on the atoms, in the same order (eV/Å):
-0.0971 -0.0116 0.0158
0.0143 -0.0049 0.0175
0.0022 -0.0067 -0.0124
0.0297 -0.0063 0.0155
-0.0107 -0.0113 -0.0273
0.0253 0.0035 -0.0467
-0.0239 -0.0307 0.0097
-0.0178 0.0180 0.0299
0.0350 0.0457 -0.0298
-0.0145 -0.0263 0.0350
-0.3393 0.0332 0.0735
0.0113 -0.0372 -0.0037
-0.0152 -0.0096 -0.0009
0.0858 0.0578 -0.0063
-0.0156 0.0507 -0.0106
0.0034 0.0134 -0.0015
0.0009 -0.0085 -0.0305
0.0049 -0.0045 0.0140
-0.0022 -0.0030 -0.0136
-0.0257 -0.0095 0.0013
0.8502 -0.3481 0.1312
-0.0059 0.0213 0.0241
0.0248 -0.0116 -0.0179
0.0198 -0.0007 -0.0089
0.0566 -0.1344 -0.1025
-0.0200 0.0095 -0.0021
-0.0127 -0.0563 -0.0393
0.0105 -0.0030 0.0062
0.0049 -0.0013 -0.0274
-0.0180 -0.0565 0.0072
-0.0871 -0.0599 0.0693
-0.0064 -0.0048 0.0030
0.0353 0.0163 -0.0219
-0.1358 0.0605 0.0451
-0.1969 0.1681 0.1008
0.0029 0.0211 0.0057
0.0183 -0.0149 -0.0270
-0.0310 -0.0071 -0.0199
0.1381 -0.0393 0.1021
0.0078 0.0034 -0.0027
-0.0115 -0.0014 0.0256
0.0084 0.0062 -0.0011
-0.0255 0.0066 -0.0993
0.0077 0.0112 0.0108
0.0043 -0.0095 -0.0321
-0.2878 0.0732 -0.4524
0.0636 -0.0300 -0.0402
0.0025 0.0057 -0.0045
-0.0109 -0.0098 0.0002
-0.0124 -0.0181 -0.0480
0.0148 0.0217 -0.0033
-0.0213 0.0107 -0.0211
0.0110 0.0010 0.0356
-0.1920 0.0641 0.1067
0.0130 0.0052 -0.0269
-0.0055 0.0164 0.1067
-0.0016 -0.0497 -0.0480
0.0107 0.0268 0.0182
0.0227 0.0485 -0.0015
-0.0184 0.1129 0.0665
0.0742 -0.0357 -0.0305
-0.0094 -0.0036 0.0004
0.0256 -0.0085 0.0061
-0.0036 0.0185 -0.0035
-0.0076 0.0004 0.0117
-0.0002 0.1694 0.0930
0.0028 0.0084 0.0207
-0.0011 -0.1003 -0.0061
-0.0002 0.0050 0.0217
0.0523 0.0277 0.0315
-0.0106 0.0120 0.0093